*A*
Formula: C5H14
Source: the OMol25 dataset
Level of theory: wB97M-V/def2-TZVPD

Computed properties:
- lowest unoccupied orbital energy (alpha / beta) (eV) = 4.1 / 4.3
- gap between HOMO and LUMO (alpha / beta) (Eh) = 0.096 / 0.438
- HOMO level (alpha / beta) (Ha) = 0.0563 / -0.2797

```
! RIJCOSX wB97M-V def2-TZVPD def2/J DEFGRID3
* xyz -1 2
C -1.137 -2.266 -0.168
C -2.013 -1.180 0.500
H -1.669 -3.215 -0.112
H -0.942 -2.157 -1.251
H -0.169 -2.307 0.357
H -2.671 -0.633 -0.197
H -2.645 -1.712 1.211
H -1.317 -0.481 0.950
C 1.436 1.758 -0.371
C 2.003 1.011 0.828
C 0.146 1.174 -0.878
H 1.291 2.817 -0.168
H 2.244 1.676 -1.103
H 2.900 1.396 1.308
H -0.611 1.216 -0.076
H -0.194 1.752 -1.748
H -0.075 0.183 -1.264
H 1.244 0.996 1.656
H 2.180 -0.026 0.526
*
```



*B*
Formula: C5H14
Source: the OMol25 dataset
Level of theory: wB97M-V/def2-TZVPD

Computed properties:
- lowest unoccupied orbital energy (alpha / beta) (eV) = 4.3 / 4.2
- gap between HOMO and LUMO (alpha / beta) (Eh) = 0.101 / 0.437
- HOMO level (alpha / beta) (Ha) = 0.0563 / -0.2815

```
! RIJCOSX wB97M-V def2-TZVPD def2/J DEFGRID3
* xyz -1 2
C 1.237 -2.891 0.887
C -0.137 -2.179 0.764
H 1.860 -2.709 0.009
H 1.693 -2.685 1.853
H 1.034 -3.966 0.877
H -0.811 -2.685 1.447
H -0.453 -2.059 -0.263
H -0.016 -1.174 1.197
C -0.432 2.130 -0.083
C 0.667 2.415 -1.099
C -1.419 1.061 -0.550
H -0.068 1.868 0.911
H -0.988 3.054 0.130
H 1.151 3.379 -0.887
H -0.913 0.100 -0.486
H 0.223 2.514 -2.083
H 1.403 1.614 -1.115
H -2.300 0.995 0.078
H -1.729 1.219 -1.585
*
```



Computed stability ranking, most favorable first: *B*, *A*



*A*
Formula: C2H2N2O2S
Source: the OMol25 dataset
Level of theory: wB97M-V/def2-TZVPD

Computed properties:
- lowest unoccupied orbital energy (eV) = -0.4
- gap between HOMO and LUMO (Eh) = 0.320
- HOMO level (Ha) = -0.3352

```
! RIJCOSX wB97M-V def2-TZVPD def2/J DEFGRID3
* xyz 0 1
C -0.316 -0.692 0.328
C -1.570 -0.333 0.327
N 0.794 1.404 0.570
N 1.193 1.788 -0.404
O 1.000 -2.862 -0.326
O 1.691 2.327 -1.295
S 1.148 -1.489 0.167
H -2.310 -0.556 1.074
H -1.629 0.415 -0.441
*
```



*B*
Formula: C2H2N2O2S
Source: the OMol25 dataset
Level of theory: wB97M-V/def2-TZVPD

Computed properties:
- lowest unoccupied orbital energy (eV) = -0.4
- gap between HOMO and LUMO (Eh) = 0.343
- HOMO level (Ha) = -0.3589
- SMILES = O=c1[nH][nH]c(=S)o1

```
! RIJCOSX wB97M-V def2-TZVPD def2/J DEFGRID3
* xyz 0 1
C -0.112 1.101 0.732
C 0.953 -0.828 -0.082
H -1.879 0.102 0.335
H -0.319 -0.657 -1.940
N -0.977 0.506 -0.282
N -0.273 -0.596 -0.813
O -0.479 2.054 1.429
O 1.052 0.358 0.775
S 2.033 -2.040 -0.153
*
```



*C*
Formula: C2H2N2O2S
Source: the OMol25 dataset
Level of theory: wB97M-V/def2-TZVPD

Computed properties:
- lowest unoccupied orbital energy (eV) = -1.3
- gap between HOMO and LUMO (Eh) = 0.284
- HOMO level (Ha) = -0.3309

```
! RIJCOSX wB97M-V def2-TZVPD def2/J DEFGRID3
* xyz 0 1
C 3.063 0.501 1.062
C 0.385 -1.931 -2.248
N 2.090 -0.174 0.798
N -0.311 0.055 -1.109
O 0.867 -2.897 -2.691
O -0.020 -1.222 -1.378
S 4.499 1.109 1.378
H 1.358 -0.022 0.072
H -0.719 0.102 -0.234
*
```



*D*
Formula: C2H2N2O2S
Source: the OMol25 dataset
Level of theory: wB97M-V/def2-TZVPD

Computed properties:
- lowest unoccupied orbital energy (alpha / beta) (eV) = -2.7 / -2.4
- gap between HOMO and LUMO (alpha / beta) (Eh) = 0.283 / 0.318
- HOMO level (alpha / beta) (Ha) = -0.3810 / -0.4042

```
! RIJCOSX wB97M-V def2-TZVPD def2/J DEFGRID3
* xyz 0 1
C 1.387 -1.191 -0.117
C 1.388 0.181 0.079
N 1.375 -2.327 -0.294
N -0.717 0.250 1.010
O -3.130 0.551 0.535
O -1.535 0.656 -1.388
S -1.807 0.473 0.006
H 1.879 0.599 0.937
H 1.161 0.808 -0.767
*
```



Computed stability ranking, most favorable first: *B*, *D*, *A*, *C*



*A*
Formula: C2H2N2O2S
Source: the OMol25 dataset
Level of theory: wB97M-V/def2-TZVPD

Computed properties:
- lowest unoccupied orbital energy (alpha / beta) (eV) = -1.2 / -1.2
- gap between HOMO and LUMO (alpha / beta) (Eh) = 0.253 / 0.253
- HOMO level (alpha / beta) (Ha) = -0.2979 / -0.2978
- SMILES = O=[N+]([O-])N=C=CS

```
! RIJCOSX wB97M-V def2-TZVPD def2/J DEFGRID3
* xyz 0 1
C 0.291 -0.113 0.267
C 1.694 -0.284 0.320
N -0.919 -0.071 0.150
N -2.440 -0.357 -0.170
O -2.978 0.564 -0.742
O -2.835 -1.369 0.360
S 2.809 1.068 0.156
H 2.036 -1.251 0.550
H 2.341 1.813 -0.891
*
```



*B*
Formula: C2H2N2O2S
Source: the OMol25 dataset
Level of theory: wB97M-V/def2-TZVPD

Computed properties:
- lowest unoccupied orbital energy (alpha / beta) (eV) = -1.3 / -1.3
- gap between HOMO and LUMO (alpha / beta) (Eh) = 0.314 / 0.268
- HOMO level (alpha / beta) (Ha) = -0.3621 / -0.3153

```
! RIJCOSX wB97M-V def2-TZVPD def2/J DEFGRID3
* xyz 0 1
C 1.407 -0.599 -0.449
C 0.896 0.475 0.235
N 1.584 -1.628 -0.893
N -1.366 0.312 -0.734
O -1.500 0.495 -1.868
O -2.050 0.140 0.202
S 0.062 0.353 1.763
H 0.837 1.429 -0.202
H 0.131 -0.978 1.948
*
```



*C*
Formula: C2H2N2O2S
Source: the OMol25 dataset
Level of theory: wB97M-V/def2-TZVPD

Computed properties:
- lowest unoccupied orbital energy (alpha / beta) (eV) = -1.9 / -1.9
- gap between HOMO and LUMO (alpha / beta) (Eh) = 0.272 / 0.272
- HOMO level (alpha / beta) (Ha) = -0.3426 / -0.3426

```
! RIJCOSX wB97M-V def2-TZVPD def2/J DEFGRID3
* xyz 0 1
C -0.120 -0.949 0.025
C 0.584 0.232 0.118
N -0.556 1.210 0.132
N 1.924 0.361 0.024
O 2.526 -1.305 0.133
O 2.734 1.266 -0.010
S -1.616 -0.166 0.187
H 0.446 -1.933 0.045
H -0.621 2.068 0.625
*
```



*D*
Formula: C2H2N2O2S
Source: the OMol25 dataset
Level of theory: wB97M-V/def2-TZVPD

Computed properties:
- lowest unoccupied orbital energy (eV) = -0.8
- gap between HOMO and LUMO (Eh) = 0.362
- HOMO level (Ha) = -0.3893
- SMILES = N#C[C@H](S)[N+](=O)[O-]

```
! RIJCOSX wB97M-V def2-TZVPD def2/J DEFGRID3
* xyz 0 1
C 0.462 -1.190 -0.400
C 0.407 0.230 -0.393
N 0.591 -2.317 -0.350
N -1.044 0.504 -0.100
O -1.746 0.828 -1.017
O -1.419 0.298 1.022
S 1.537 0.792 0.996
H 0.697 0.684 -1.436
H 0.517 0.170 1.679
*
```



Computed stability ranking, most favorable first: *D*, *B*, *A*, *C*



*A*
Formula: C2H2N2O2S
Source: the OMol25 dataset
Level of theory: wB97M-V/def2-TZVPD

Computed properties:
- lowest unoccupied orbital energy (eV) = -1.0
- gap between HOMO and LUMO (Eh) = 0.325
- HOMO level (Ha) = -0.3639

```
! RIJCOSX wB97M-V def2-TZVPD def2/J DEFGRID3
* xyz 0 1
C -0.126 -0.411 -0.955
C -0.999 1.355 -0.067
H 1.389 -2.294 1.185
H 0.355 -1.353 -1.250
N 0.223 -0.430 0.407
N -1.078 0.521 -1.218
O -1.334 2.597 -0.046
O -0.294 0.688 1.044
S 1.866 -0.672 0.900
*
```



*B*
Formula: C2H2N2O2S
Source: the OMol25 dataset
Level of theory: wB97M-V/def2-TZVPD

Computed properties:
- lowest unoccupied orbital energy (eV) = -0.1
- gap between HOMO and LUMO (Eh) = 0.345
- HOMO level (Ha) = -0.3499
- SMILES = O=C=CSNN=O

```
! RIJCOSX wB97M-V def2-TZVPD def2/J DEFGRID3
* xyz 0 1
C 1.460 0.459 -0.434
C 2.184 -0.574 0.022
N -1.388 0.354 0.055
N -1.737 -0.684 0.741
O 2.892 -1.291 0.554
O -2.788 -1.223 0.461
S 0.134 1.085 0.590
H 1.302 0.990 -1.314
H -2.059 0.884 -0.676
*
```



*C*
Formula: C2H2N2O2S
Source: the OMol25 dataset
Level of theory: wB97M-V/def2-TZVPD

Computed properties:
- lowest unoccupied orbital energy (eV) = -0.1
- gap between HOMO and LUMO (Eh) = 0.352
- HOMO level (Ha) = -0.3574
- SMILES = N#CC(=O)OSN

```
! RIJCOSX wB97M-V def2-TZVPD def2/J DEFGRID3
* xyz 0 1
C 2.241 -0.555 -0.204
C 1.128 -0.110 0.515
N 3.088 -0.833 -0.925
N -2.022 0.205 -0.178
O 0.646 -0.771 1.382
O 0.693 1.033 -0.060
S -1.018 1.442 0.099
H -2.279 -0.491 0.517
H -2.478 0.080 -1.147
*
```



Computed stability ranking, most favorable first: *C*, *B*, *A*